# 1
The following is a quantum chemistry calculation of C9H19NO2 in the gas phase in a non-equilibrium geometry, from the OMol25 dataset.

Computed properties:
Total charge   0
2S+1   1
SMILES   CCC(CC)[C@@H](CN)CC(=O)O

Each line ends with the natural charge from an NBO analysis.
Cartesian coordinates (Å):
C (-1.537, -0.934, 2.591)  -0.62
C (-1.587, -0.185, 1.260)  -0.42
C (-0.111, 0.208, 0.808)  -0.19
C (0.844, -1.009, 0.741)  -0.44
C (0.202, -2.196, -0.007)  -0.61
C (-0.080, 1.317, -0.331)  -0.20
C (1.173, 2.065, -0.445)  -0.24
N (2.244, 1.351, -1.147)  -0.85
C (-0.818, 0.983, -1.675)  -0.52
C (-0.416, -0.386, -2.297)  0.83
O (-1.338, -1.115, -2.488)  -0.57
O (0.994, -0.516, -2.485)  -0.79
H (-0.803, -1.839, 2.525)  0.21
H (-2.512, -1.353, 2.816)  0.21
H (-1.389, -0.316, 3.489)  0.21
H (-2.238, 0.732, 1.322)  0.21
H (-1.857, -0.926, 0.408)  0.22
H (0.166, 0.915, 1.674)  0.19
H (1.845, -0.934, 0.453)  0.20
H (0.919, -1.529, 1.698)  0.21
H (-0.035, -1.881, -1.041)  0.22
H (-0.662, -2.580, 0.538)  0.20
H (0.875, -3.036, -0.031)  0.21
H (-0.805, 2.097, 0.017)  0.21
H (1.495, 2.387, 0.599)  0.18
H (0.751, 2.817, -1.037)  0.20
H (2.661, 0.727, -0.469)  0.37
H (2.753, 2.239, -1.222)  0.38
H (-1.904, 1.053, -1.582)  0.23
H (-0.506, 1.640, -2.387)  0.21
H (1.676, 0.205, -2.294)  0.53


# 2
The following is a quantum chemistry calculation of a molecular structure, H4NO2SSi in a non-equilibrium geometry, from the OMol25 dataset.

Computed properties:
Total charge   -1
2S+1   1

Each line ends with the natural charge from an NBO analysis.
Cartesian coordinates (Å):
N (1.747, 1.302, 0.138)  -1.24
O (1.233, -1.292, -0.148)  -1.16
O (3.604, -0.292, -0.647)  -1.01
Si (-0.164, -0.735, 0.469)  1.23
S (2.519, 0.002, 0.352)  1.57
H (1.924, 1.950, -0.586)  0.36
H (-0.026, -0.405, 1.792)  -0.25
H (-1.069, 0.134, -0.369)  -0.24
H (-1.251, -1.768, 0.420)  -0.27


The calculation returns the following electronic energy values, one per record and in order: -559.472724; -895.338168 Ha.
The calculation returns the following energy relative to the best compared isomer or geometry (same formula, charge and spin) values, one per record and in order: 3.229; 0.961 eV.